ORCA calculation (ωB97M-V/def2-TZVPD) on one molecule with the formula C10H14N2.

Structure (XYZ):
```
26
Properties=species:S:1:pos:R:3:forces:R:3
H 1.790788 2.990366 1.332522 1.01 1.15 -0.33
N 1.334665 2.202494 0.950359 -1.24 -1.14 -0.80
C 1.104907 2.091000 -0.303840 1.06 0.28 1.54
C 0.352114 0.910607 -0.809373 1.36 1.26 1.29
C 0.258340 0.900304 -2.119546 -1.55 -2.77 1.69
C -0.155017 -0.132645 0.177099 -0.93 -0.34 -1.69
C 0.888571 -1.070081 0.736979 2.32 4.39 1.22
C 1.425443 -2.133845 -0.072589 -0.17 -4.34 -3.13
C -1.058468 0.531061 1.215905 0.22 1.56 2.30
C -2.389638 1.137289 0.760677 1.81 -1.62 -0.40
C -3.449943 0.502323 0.359278 0.19 -0.25 0.58
C -4.399677 -0.274101 0.044890 -3.01 -1.24 -2.14
N -5.476515 -0.648622 -0.502235 1.46 1.38 1.09
H 1.599036 2.753465 -1.059613 -0.77 -0.26 0.36
H 0.357953 1.738165 -2.683431 0.89 1.98 -1.88
H -0.213662 0.003309 -2.416964 -0.54 -0.60 -1.50
H -0.794442 -0.842059 -0.370285 -0.28 0.42 -0.35
H 1.681567 -0.368960 1.207378 -0.68 -1.22 -0.86
H 0.482760 -1.493713 1.565010 -1.46 -1.35 2.63
H 2.022683 -2.912020 0.515309 0.17 1.70 -0.81
H 1.863048 -1.841815 -1.119749 -0.42 -0.58 2.17
H 0.580497 -2.936827 -0.317137 1.04 1.91 0.01
H -0.441458 1.386914 1.792521 -1.53 -2.24 -1.27
H -1.405571 -0.213148 1.944523 0.59 -0.13 0.02
H -2.360147 2.164501 0.711097 -0.26 2.42 -0.12
H -5.796118 -1.591898 -0.662761 0.72 -0.39 0.38
```
Forces are in eV/Å.

The energy relative to the best compared isomer or geometry (same formula, charge and spin) comes out at 517.6 kJ/mol. As for the net charge: 0. As for the calculated total energy: -13571.8231 eV. The SMILES is [H]/N=C/C(=C)[C@@H](CC)CC=C=C=N.



ORCA calculation (ωB97M-V/def2-TZVPD) on one molecule with the formula C10H14N2O2S.

Structure (XYZ):
```
29
Properties=species:S:1:pos:R:3:forces:R:3
N -1.006629 -1.125185 -3.608773 0.38 -7.87 -2.58
S -1.691316 0.308351 -3.274035 2.29 -3.93 -2.45
O -2.703202 -0.166284 -4.174786 -6.36 3.87 -0.83
O -0.516775 0.822456 -3.916491 1.81 7.14 -0.42
N -1.451199 -0.643821 -1.774102 -2.14 0.18 4.48
C -0.697330 0.072701 -0.793288 -1.23 -0.02 1.79
C 0.719567 -0.035019 -1.065489 3.87 -2.17 -1.54
C 1.588481 0.620718 -0.030072 1.76 -3.30 -0.06
C 1.169589 0.336167 1.360678 -1.51 0.58 3.01
C 1.875202 0.989884 2.441239 0.40 -2.26 -1.70
C 1.584077 0.841212 3.769711 -0.97 1.36 -0.24
C 0.283010 0.371534 4.072818 0.32 -0.49 0.74
C -0.470363 -0.230827 3.084848 -1.20 -0.55 -1.49
C -0.105953 -0.249137 1.697760 2.50 2.01 0.77
C -1.035775 -0.624178 0.585974 0.01 0.16 -0.25
H -1.838907 -1.677924 -3.958534 1.42 -0.32 0.97
H -0.498939 -0.873114 -4.410155 1.84 0.05 -1.44
H -0.947961 -1.496983 -2.066703 -0.31 0.73 1.42
H -0.958446 1.133234 -0.717923 -0.49 0.03 -0.23
H 1.125286 0.386499 -2.042027 -1.26 -0.55 0.84
H 0.967507 -1.176448 -1.117181 -0.31 1.68 0.08
H 2.700337 0.310572 -0.248622 -2.00 1.10 0.57
H 1.357244 1.608212 -0.130623 0.46 3.23 -0.56
H 2.820646 1.459541 2.228612 0.21 0.19 -0.41
H 2.337138 1.360002 4.386657 -1.05 -0.56 0.50
H -0.198778 0.466495 5.058772 0.69 -0.25 -0.34
H -1.461341 -0.713036 3.314060 1.00 0.83 0.01
H -2.082453 -0.386479 0.856926 0.51 -0.43 -0.19
H -0.862717 -1.689143 0.470748 -0.65 -0.45 -0.43
```
Forces are in eV/Å.

The energy relative to the best compared isomer or geometry (same formula, charge and spin) comes out at 924.9 kJ/mol. As for the net charge: 0. As for the calculated total energy: -28498.3789 eV. The SMILES is NS(=O)(=O)N[C@@H]1CCc2ccccc2C1.



ORCA calculation (ωB97M-V/def2-TZVPD) on C10H14N2O3 as an isolated structure.

Structure (XYZ):
```
29
Properties=species:S:1:pos:R:3:forces:R:3
C 1.809110 -1.912766 -1.765585 1.32 -1.47 -2.96
C -0.901226 -2.854099 -1.508250 0.67 -0.54 -0.23
C 0.983381 -1.244544 -0.959710 -1.03 0.66 3.32
C 1.248569 -2.929301 -2.655767 0.41 1.11 2.10
C -0.078260 -3.427364 -2.455708 -1.13 0.94 0.48
C -0.250295 -1.872325 -0.734025 -1.15 0.54 0.83
C 1.551085 -0.209803 0.006493 -0.56 2.90 -1.73
C -0.803021 -0.066587 1.115778 -1.64 2.77 -0.43
C 0.390905 0.720552 0.490701 1.61 -1.46 0.33
C 0.313065 3.022247 1.378635 0.92 0.67 1.80
N -2.448379 -0.567902 -0.590860 -3.48 -0.80 0.87
N 0.948221 1.760111 1.334481 0.63 -1.99 0.04
O 1.846830 -3.527987 -3.516783 2.71 -1.29 -2.57
O -0.411117 -4.421245 -3.297972 -1.49 -0.16 0.91
O -1.464560 -1.050693 0.268016 2.86 -2.16 -2.30
H 2.904300 -1.665186 -1.831223 -1.35 -0.24 -0.07
H -1.884452 -3.290388 -1.337473 0.17 0.34 0.21
H 2.114313 -0.631364 0.794991 0.26 -0.79 1.13
H 2.320942 0.564482 -0.456782 -1.59 -1.84 0.34
H -0.636188 -0.558326 2.070337 0.19 -0.01 -0.11
H -1.627804 0.712662 1.144197 0.85 -0.88 0.86
H 0.025815 1.180530 -0.418485 -0.25 0.35 -0.22
H 0.416738 3.529456 0.432328 -0.21 0.32 -0.34
H -0.713658 2.922401 1.700732 -0.60 0.52 -0.01
H 0.893126 3.587672 2.163061 -0.89 -0.09 -0.86
H -3.082585 -1.393188 -0.901184 1.98 1.87 0.78
H -2.056860 -0.077623 -1.352617 0.83 0.13 -1.12
H 1.472937 1.448198 2.164208 -0.73 0.24 -0.81
H 0.412807 -4.719336 -3.704330 0.71 0.36 -0.24
```
Forces are in eV/Å.

The energy relative to the best compared isomer or geometry (same formula, charge and spin) comes out at 715.9 kJ/mol. As for the net charge: 0. As for the calculated total energy: -19713.1927 eV.



ORCA calculation (ωB97M-V/def2-TZVPD) on C10H14N2O5Zn as an isolated structure.

Structure (XYZ):
```
32
Properties=species:S:1:pos:R:3:forces:R:3
Zn 0.172052 0.524298 -2.465221 0.13 -2.32 1.33
C 0.114765 2.184319 -3.504348 -0.11 5.87 -2.64
O 0.091712 3.235474 -3.971790 0.09 -4.80 2.01
C 0.074987 -1.032282 -4.479808 -0.30 1.12 -4.55
O 0.009694 -0.922951 -5.627875 0.27 -0.80 4.51
C -2.118940 -0.577216 -2.329230 -3.24 1.52 -1.45
O -3.172826 -0.298112 -2.687435 3.26 -1.19 1.31
C 2.474888 -0.660246 -2.612076 3.92 1.15 -2.18
O 3.510486 -0.526646 -3.107642 -4.03 -0.80 2.12
H 0.042533 -3.622252 -2.219625 -0.05 -0.02 -0.37
H -0.066687 -3.718584 -2.958919 0.05 0.03 0.36
C 0.105913 -2.024432 0.399889 -0.44 -0.84 -0.68
N 0.124786 -0.828638 1.220580 -0.38 -0.28 -0.59
C -0.429789 -1.046606 2.565308 0.43 -0.54 -0.21
C 0.048848 0.021611 3.482409 0.17 0.21 0.77
C -0.198593 1.399651 2.881884 -0.36 -0.29 1.75
N 0.122003 1.458450 1.461260 0.05 -0.03 -0.06
C 0.049748 2.778110 0.897637 -0.34 0.96 -0.16
C 0.177174 0.388641 0.657353 -0.20 0.17 1.10
O 0.296100 0.592550 -0.615338 0.26 -0.54 -0.11
H 1.027768 -2.112281 -0.192244 -0.42 0.11 -0.05
H -0.814201 -1.998011 -0.227144 0.74 -0.28 0.05
H 0.040382 -2.969489 1.005558 0.10 1.23 -0.30
H -1.518347 -1.212162 2.537570 0.22 0.39 -0.13
H 0.018528 -1.984947 2.858981 -0.11 -0.27 0.33
H 1.107864 -0.150848 3.734458 -0.26 0.22 -0.39
H -0.471879 -0.092065 4.439848 -0.01 0.31 -0.18
H 0.356873 2.120594 3.502082 0.29 0.00 -0.83
H -1.245977 1.694564 3.095068 0.23 -0.20 -0.72
H -0.903963 3.223291 1.225372 0.31 0.05 -0.35
H 0.859775 3.441522 1.216177 -0.02 -0.32 0.25
H 0.114318 2.714678 -0.182752 -0.25 0.18 0.08
```
Forces are in eV/Å.

As for the net charge: +2. As for the calculated total energy: -72214.2585 eV.



ORCA calculation (ωB97M-V/def2-TZVPD) on an isolated ion of composition C10H14N3 and charge +1.

Structure (XYZ):
```
27
Properties=species:S:1:pos:R:3:forces:R:3
C -3.472404 -0.694100 -0.186051 0.32 -0.08 -1.62
N -3.949278 -0.228415 -1.332558 -1.33 -1.97 0.56
N -3.096793 0.619250 -1.733079 1.87 3.37 0.04
C -2.034423 0.919067 -0.868613 -3.91 -3.78 -0.57
C -2.272237 -0.076785 0.087587 1.19 0.57 1.84
C -1.351624 -0.616140 1.133976 0.51 -1.84 -0.35
C -0.616290 0.327007 2.141175 -4.64 0.77 1.23
N 0.667976 -0.012234 1.675475 3.32 2.35 0.19
C 0.543987 0.613354 0.324829 2.00 1.08 -3.62
C 1.601975 0.536995 -0.839813 0.98 0.82 0.43
C 1.412168 -0.868363 -1.613257 1.03 1.45 1.17
C 0.819841 -1.747361 -0.494991 -1.59 2.74 0.86
C 0.015659 -0.674763 0.435876 0.95 -5.38 -0.15
H -3.782496 -1.644740 0.130168 -0.80 -0.73 0.99
H -3.378635 1.164848 -2.505588 -0.03 0.76 -0.94
H -1.423649 1.728224 -1.025625 1.21 1.45 -0.54
H -1.719815 -1.647338 1.579642 0.79 2.25 -0.85
H -1.038975 1.372971 1.812261 1.32 -1.56 1.84
H -0.767736 -0.030197 3.149087 -0.20 0.65 0.41
H 1.528440 0.070953 2.332325 -1.57 -0.56 -1.94
H -0.211148 1.371865 0.226383 0.84 0.68 0.66
H 2.607801 0.601912 -0.348739 -0.61 0.09 -0.78
H 1.449934 1.455677 -1.523188 0.42 -1.52 1.13
H 2.369086 -1.175321 -2.169975 -1.52 0.19 1.19
H 0.660695 -0.620007 -2.330503 -0.53 -0.36 -0.72
H 1.430659 -2.418949 0.027839 1.64 -0.19 1.19
H 0.046013 -2.412955 -0.678361 -1.67 -1.21 -1.65
```
Forces are in eV/Å.

The energy relative to the best compared isomer or geometry (same formula, charge and spin) comes out at 537.1 kJ/mol. As for the net charge: +1. As for the calculated total energy: -15055.8480 eV. The SMILES is c1n[nH]cc1[C@@H]1C[N@@H+]2[C@H]3CCC[C@@]312.



ORCA calculation (ωB97M-V/def2-TZVPD) on an isolated ion of composition C10H14N3S and charge +1.

Structure (XYZ):
```
28
Properties=species:S:1:pos:R:3:forces:R:3
C -4.117373 -0.170196 1.208453 -0.92 -0.54 0.77
C -4.072138 -0.843701 -0.003883 0.61 1.11 0.81
C -3.120070 0.740090 1.479759 0.09 2.01 2.07
C -3.072294 -0.539152 -0.853442 2.28 1.59 -0.42
C -2.098986 1.057223 0.614571 1.77 0.47 -1.30
C -2.044148 0.400806 -0.613023 -0.32 -0.64 -0.01
C 0.799540 1.925903 -0.522122 1.98 2.10 0.73
C -0.871776 0.517452 -1.534157 -1.94 -1.82 0.02
C 1.892774 -0.310734 1.423754 -0.33 -1.22 -0.75
C 2.811689 -1.711675 -0.519517 2.90 -3.27 4.20
N 0.121961 1.230681 -1.319484 0.76 1.13 -0.32
N 1.133997 3.258792 -0.654351 -0.74 -0.77 -1.72
N 3.075783 -0.821310 0.673384 2.01 3.31 -2.96
S 1.653583 1.285178 1.120384 -0.58 1.01 0.43
H -4.904261 -0.348611 1.979269 0.71 0.13 -0.88
H -4.697645 -1.555392 -0.416795 -1.81 -1.33 0.16
H -3.162216 1.351445 2.418579 -0.04 -0.91 -0.81
H -3.024083 -1.019781 -1.763495 -0.03 -1.18 -1.95
H -1.242228 1.769294 0.773008 -1.43 -0.56 0.64
H -0.755540 -0.124158 -2.429410 -0.66 0.17 0.53
H 1.136855 -1.111191 1.452599 0.16 0.69 0.39
H 3.752162 -2.274465 -0.837867 -1.22 0.95 0.47
H 2.162174 -2.382746 0.014511 -0.28 -1.17 -0.54
H 2.297828 -1.378842 -1.302819 -1.85 2.41 -2.93
H 0.969608 3.834075 -1.530290 -0.19 -1.37 1.47
H 2.011359 3.505217 -0.230750 0.06 0.06 0.48
H 3.470029 0.133882 0.290034 -0.48 -2.16 0.95
H 3.868569 -1.213279 1.187039 -0.53 -0.21 0.46
```
Forces are in eV/Å.

The energy relative to the best compared isomer or geometry (same formula, charge and spin) comes out at 244.4 kJ/mol. As for the net charge: +1. As for the calculated total energy: -25892.6802 eV.



no.,HOMO (eV),largest force on an atom (hartree/bohr),orbital gap (eV)
1,-8.43,0.1040,8.56
2,-8.91,0.1612,6.84
3,-6.67,0.0828,7.06
4,-15.65,0.1251,6.68
5,-12.91,0.1064,9.98
6,-11.32,0.1178,7.48